Below is a cluster of 9 separate species, C41H54NO21 in total at a distorted geometry, with properties calculated with ωB97M-V/def2-TZVPD.

Element x y z (Å)
C: 0.459 1.342 0.185
N: -0.118 1.077 -1.204
C: -1.420 0.350 -0.979
C: -0.445 2.279 -1.841
C: 0.831 0.130 -2.015
C: 0.378 -0.310 -3.408
O: 1.563 -0.950 -3.965
H: -0.054 1.885 0.925
H: 1.338 1.836 -0.064
H: 0.486 0.246 0.670
H: -1.179 -0.516 -0.548
H: -2.003 0.181 -1.819
H: -2.220 0.836 -0.492
H: -1.335 2.583 -1.482
H: -0.667 2.115 -2.948
H: 0.304 3.063 -1.783
H: 1.253 -0.716 -1.353
H: 1.805 0.828 -2.119
H: 0.099 0.478 -4.148
H: -0.335 -1.024 -3.383
H: 1.250 -1.342 -4.843
C: 6.614 2.522 -0.147
C: 5.067 2.649 -0.259
C: 4.447 2.432 -1.506
O: 3.334 2.592 -1.718
C: 5.330 1.858 -2.582
C: 6.831 1.566 -2.402
C: 7.487 1.814 -1.090
O: 8.561 1.333 -0.830
O: 7.660 1.224 -3.491
O: 4.339 3.391 0.649
H: 6.982 2.860 0.882
H: 4.868 1.843 -3.576
H: 7.001 0.995 -4.065
H: 3.525 3.724 0.345
C: -5.350 2.563 1.685
C: -6.563 2.898 2.493
C: -6.615 4.033 3.337
O: -7.481 4.152 4.094
C: -5.594 5.044 3.091
C: -4.352 4.771 2.135
C: -4.230 3.440 1.488
O: -3.359 3.170 0.633
O: -3.396 5.753 1.826
O: -7.610 2.006 2.580
H: -5.485 1.477 1.466
H: -5.520 5.982 3.726
H: -3.387 6.601 2.303
H: -8.019 1.987 3.427
C: -2.822 2.669 4.510
C: -4.091 2.029 5.048
C: -4.513 0.644 4.672
O: -5.492 0.061 5.193
C: -3.739 -0.053 3.732
C: -2.485 0.662 3.085
C: -1.906 2.060 3.551
O: -1.042 2.560 3.099
O: -1.626 -0.007 2.234
O: -4.842 2.669 5.948
H: -2.615 3.832 4.681
H: -4.163 -0.866 3.303
H: -1.864 -0.870 2.109
H: -5.699 2.000 6.085
C: -2.673 -4.643 -3.165
C: -1.806 -4.360 -1.972
C: -1.367 -5.396 -1.113
O: -0.695 -5.226 -0.078
C: -1.850 -6.753 -1.264
C: -2.709 -7.033 -2.549
C: -3.136 -5.971 -3.443
O: -3.932 -6.102 -4.379
O: -2.930 -8.346 -2.865
O: -1.490 -3.077 -1.522
H: -3.291 -3.803 -3.797
H: -1.458 -7.603 -0.739
H: -2.670 -8.953 -2.242
H: -0.935 -3.194 -0.800
C: 1.582 -2.539 2.625
C: 1.489 -2.983 1.185
O: 0.605 -2.489 0.405
C: 2.419 -4.015 0.584
H: 2.396 -1.791 2.469
H: 1.707 -3.256 3.209
H: 0.776 -1.760 3.038
H: 2.493 -3.992 -0.537
H: 2.296 -5.022 1.142
H: 3.381 -3.582 0.899
C: 4.109 -1.542 -0.934
C: 4.173 -0.693 0.278
O: 3.202 -0.039 0.623
C: 5.508 -0.675 1.145
H: 4.677 -1.012 -1.540
H: 3.274 -1.453 -1.319
H: 4.442 -2.502 -0.581
H: 5.726 -1.626 1.377
H: 5.281 -0.208 2.131
H: 6.348 -0.144 0.510
C: 4.011 2.757 4.141
C: 3.109 1.641 4.606
O: 3.253 1.131 5.765
C: 2.144 1.104 3.698
H: 3.474 3.626 4.236
H: 4.563 2.627 3.071
H: 4.889 2.866 4.656
H: 1.208 1.859 3.465
H: 1.463 0.267 4.024
H: 2.663 1.010 2.786
C: -3.248 -0.464 -6.582
C: -2.502 -1.225 -5.601
O: -2.528 -1.108 -4.469
C: -1.510 -2.277 -6.166
H: -3.612 -1.042 -7.418
H: -2.735 0.171 -7.295
H: -3.913 0.034 -5.897
H: -0.989 -2.837 -5.426
H: -0.731 -1.865 -6.755
H: -2.129 -2.926 -6.750

**Total charge**: +1
**Electronic energy**: -87851.9037 eV
**F_max**: 14.445 eV/A
**ΔE to the lowest compared entry with this formula, charge and spin**: 56.3 kcal/mol

Löwdin atomic charge list, values in e, 99 entries: C 0.036; N -0.302; C 0.016; C -0.027; C -0.042; C -0.211; O -0.088; H 0.071; H 0.057; H 0.141; H 0.044; H 0.093; H 0.096; H 0.064; H 0.140; H 0.122; H 0.136; H 0.160; H 0.135; H 0.051; H 0.118; C 0.125; C -0.143; C -0.489; O 0.145; C 0.116; C -0.091; C -0.406; O 0.156; O 0.117; O 0.083; H 0.145; H 0.112; H 0.047; H 0.088; C 0.087; C -0.156; C -0.497; O 0.186; C 0.130; C -0.091; C -0.375; O 0.074; O 0.058; O 0.104; H 0.135; H 0.131; H 0.129; H 0.102; C 0.084; C -0.189; C -0.395; O 0.076; C 0.090; C 0.001; C -0.498; O 0.185; O 0.082; O 0.066; H 0.164; H 0.076; H 0.067; H 0.215; C 0.098; C -0.127; C -0.390; O 0.074; C 0.118; C -0.086; C -0.396; O 0.119; O 0.124; O 0.082; H 0.178; H 0.105; H 0.072; H 0.008; C 0.028; C -0.409; O -0.035; C -0.015; H 0.094; H -0.005; H 0.133; H 0.106; H 0.135; H 0.064; C 0.028; C -0.421; O 0.035; C 0.036; H 0.051; H -0.013; H 0.101; H 0.020; H 0.093; H 0.115; C -0.008; C -0.471



Below is a cluster of 3 separate species, C29H45FN4O5S in total at a distorted geometry, with properties calculated with ωB97M-V/def2-TZVPD.

Element x y z (Å)
O: 2.149 -1.693 1.011
C: 1.988 -2.058 -0.113
F: 2.399 -3.335 -0.469
C: 1.276 -1.089 -1.154
C: 0.179 -0.307 -0.331
C: 0.460 0.956 0.350
C: 1.888 1.625 0.254
S: 2.071 2.244 -1.485
O: 0.838 2.034 -2.269
O: 2.424 3.667 -1.546
C: -0.609 1.650 1.151
C: -1.935 1.005 1.207
C: -2.273 -0.277 0.495
N: -3.581 -0.737 0.614
C: -3.716 -1.882 -0.108
C: -2.643 -2.582 -0.873
N: -1.370 -2.120 -0.954
C: -1.194 -0.924 -0.268
H: 0.819 -1.724 -1.957
H: 2.047 -0.416 -1.603
H: 1.970 2.527 0.927
H: 2.643 0.840 0.530
H: 3.072 1.449 -2.048
H: -0.425 2.616 1.683
H: -2.735 1.503 1.822
H: -4.742 -2.347 -0.127
H: -2.887 -3.528 -1.424
C: 2.255 -5.821 -3.613
C: 1.495 -4.918 -4.621
C: 1.262 -5.662 -5.951
C: 2.512 -5.773 -6.812
C: 3.114 -4.393 -7.052
C: 3.397 -3.636 -5.742
N: 2.224 -3.627 -4.808
O: 1.348 -2.740 -5.282
C: 4.632 -4.276 -5.066
C: 3.875 -2.208 -6.081
C: 0.113 -4.739 -3.956
H: 2.134 -6.879 -3.859
H: 3.320 -5.630 -3.543
H: 1.885 -5.680 -2.594
H: 0.490 -5.144 -6.533
H: 0.867 -6.663 -5.758
H: 3.238 -6.442 -6.342
H: 2.255 -6.229 -7.773
H: 4.037 -4.497 -7.629
H: 2.428 -3.812 -7.680
H: 4.772 -3.890 -4.053
H: 5.543 -4.048 -5.623
H: 4.591 -5.364 -5.027
H: 3.155 -1.658 -6.689
H: 4.803 -2.240 -6.655
H: 4.070 -1.635 -5.171
H: 0.196 -4.171 -3.024
H: -0.318 -5.713 -3.708
H: -0.606 -4.232 -4.600
C: -0.473 4.554 6.478
C: -1.239 4.950 5.188
C: -1.910 6.328 5.353
C: -3.157 6.297 6.225
C: -4.145 5.265 5.697
C: -3.522 3.865 5.556
N: -2.216 3.878 4.818
O: -2.496 4.026 3.524
C: -3.345 3.265 6.971
C: -4.548 2.923 4.894
C: -0.109 5.120 4.149
H: -0.221 5.433 7.076
H: -1.002 3.867 7.130
H: 0.463 4.040 6.244
H: -2.190 6.722 4.370
H: -1.197 7.045 5.769
H: -2.887 6.088 7.265
H: -3.627 7.285 6.225
H: -5.011 5.221 6.364
H: -4.527 5.604 4.727
H: -2.751 2.349 6.940
H: -4.312 3.005 7.407
H: -2.893 3.956 7.683
H: -4.886 3.287 3.923
H: -5.441 2.829 5.516
H: -4.132 1.921 4.763
H: 0.384 4.164 3.943
H: 0.652 5.806 4.529
H: -0.461 5.532 3.203

**2S+1**: 3
**Electronic energy**: -60546.6349 eV
**F_max**: 3.998 eV/A

For reference, the Löwdin charges in units of e are: O 0.139; C -0.377; F 0.060; C -0.021; C -0.085; C -0.180; C -0.180; S 0.702; O -0.357; O -0.374; C 0.018; C 0.026; C -0.192; N 0.105; C -0.098; C -0.081; N 0.105; C -0.136; H 0.111; H 0.089; H 0.112; H 0.105; H 0.078; H 0.102; H 0.104; H 0.109; H 0.110; C -0.024; C -0.474; C -0.145; C -0.181; C -0.138; C -0.485; N -0.052; O -0.022; C -0.051; C -0.046; C -0.049; H 0.090; H 0.051; H 0.078; H 0.124; H 0.121; H 0.106; H 0.114; H 0.124; H 0.126; H 0.091; H 0.084; H 0.064; H 0.078; H 0.084; H 0.087; H 0.073; H 0.091; H 0.078; C -0.026; C -0.474; C -0.145; C -0.181; C -0.138; C -0.484; N -0.047; O -0.035; C -0.051; C -0.045; C -0.053; H 0.090; H 0.050; H 0.081; H 0.124; H 0.121; H 0.107; H 0.115; H 0.125; H 0.126; H 0.093; H 0.085; H 0.064; H 0.078; H 0.084; H 0.090; H 0.081; H 0.091; H 0.078



Below is the molecule C2H6O2S3 at a distorted geometry, with properties calculated with ωB97M-V/def2-TZVPD.

Element x y z (Å)
C: 1.894 -0.424 2.242
C: -2.368 0.709 -1.566
O: 0.940 1.913 1.573
O: -0.034 2.007 -1.795
S: -0.058 -0.369 0.124
S: 1.538 0.792 0.883
S: -1.019 1.775 -0.774
H: 2.456 0.080 3.029
H: 2.673 -1.006 1.846
H: 0.974 -0.859 2.303
H: -2.784 0.407 -0.616
H: -2.160 -0.160 -2.131
H: -2.769 1.534 -2.141

**Electronic energy**: -38768.8239 eV
**F_max**: 4.297 eV/A
**ΔE to the lowest compared entry with this formula, charge and spin**: 48.3 kcal/mol
**SMILES string**: CS(=O)#S#S(C)=O

For reference, the natural (NBO) charges in units of e are: C -0.797; C -0.794; O -0.974; O -0.873; S -0.390; S 1.152; S 1.270; H 0.247; H 0.219; H 0.238; H 0.230; H 0.246; H 0.226



Below is a cluster of 11 separate species, C4H30N2O11S in total at a distorted geometry, with properties calculated with ωB97M-V/def2-TZVPD.

Element x y z (Å)
C: 1.523 -0.430 -0.182
N: 2.141 -0.134 1.060
C: 1.719 -0.389 2.313
N: 0.407 -0.901 2.495
O: 2.540 -0.149 3.147
C: 2.612 -0.141 -1.293
C: 2.110 0.998 -2.063
S: 0.656 0.631 -3.140
H: 1.074 -1.423 -0.257
H: 0.647 0.396 -0.342
H: 3.195 0.086 1.078
H: -0.036 -1.025 3.452
H: -0.273 -0.531 1.847
H: 3.653 0.158 -0.836
H: 2.998 -1.051 -1.913
H: 1.924 1.885 -1.409
H: 2.993 1.438 -2.622
H: 1.009 0.652 -4.486
H: 1.368 4.128 -0.295
H: 0.640 3.004 -1.209
O: 0.752 3.940 -1.040
H: -2.813 0.148 -3.008
H: -2.726 -0.987 -2.096
O: -3.212 -0.228 -2.332
H: -2.297 -1.010 1.894
H: -3.771 -1.436 2.337
O: -2.791 -1.785 2.284
H: -0.966 -3.911 -0.132
H: -0.292 -5.148 -0.833
O: -0.735 -4.333 -1.001
H: -1.638 1.426 0.987
H: -1.822 1.611 2.474
O: -2.015 0.885 1.743
H: 2.990 2.992 1.619
H: 1.344 3.142 1.618
O: 2.157 3.490 1.450
H: -0.782 0.399 -0.330
H: -1.828 0.907 -1.349
O: -1.181 1.246 -0.542
H: -0.718 4.372 1.016
H: -0.612 3.055 0.284
O: -0.647 3.401 1.208
H: -1.834 -3.568 -2.032
H: -1.981 -2.882 -3.422
O: -2.122 -2.750 -2.427
H: -0.369 -3.135 2.287
H: -1.922 -3.254 1.968
O: -1.074 -3.792 2.029

**Electronic energy**: -40971.4065 eV
**F_max**: 6.574 eV/A
**ΔE to the lowest compared entry with this formula, charge and spin**: 69.7 kcal/mol
**SMILES string**: NC(=O)NCCCS.O.O.O.O.O.O.O.O.O.O

For reference, the natural (NBO) charges in units of e are: C -0.224; N -0.655; C 0.787; N -0.902; O -0.645; C -0.423; C -0.533; S -0.110; H 0.217; H 0.157; H 0.417; H 0.425; H 0.392; H 0.210; H 0.239; H 0.223; H 0.245; H 0.163; H 0.509; H 0.469; O -0.977; H 0.454; H 0.500; O -0.932; H 0.506; H 0.499; O -0.994; H 0.514; H 0.488; O -0.987; H 0.509; H 0.496; O -1.025; H 0.499; H 0.500; O -0.994; H 0.474; H 0.532; O -0.990; H 0.492; H 0.501; O -0.996; H 0.506; H 0.474; O -0.995; H 0.482; H 0.507; O -1.005



no.,Kohn-Sham gap (Eh)
1,0.2426
2,0.2962
3,0.2797
4,0.3602